# 1
The following is a quantum chemistry calculation of a molecular structure, C26H43BrN6P2Pd, from OMol25.

Geometry (Å):
N -4.86316 -1.03219 3.17853
C -3.85818 -0.32634 3.69536
C -3.13336 0.58021 2.92836
C -3.48299 0.80598 1.59279
C -4.57674 0.06984 1.05917
C -5.25945 -0.82357 1.91508
C -2.62748 1.61476 0.72828
Pd 0.36442 0.03746 -0.78961
P 2.25232 0.73587 -1.65816
C -2.53489 1.40878 -0.61888
C -1.83235 2.28341 -1.55216
C -1.92398 2.08253 -2.96181
C -1.00135 2.68180 -3.81270
C -0.05648 3.53743 -3.23350
C -0.13063 3.97012 -1.90760
C -1.09335 3.38984 -1.08660
Br 1.44882 4.12963 -4.34351
H -1.88097 2.25531 1.23123
H -2.88702 0.46234 -1.05252
H -2.25178 1.02572 3.36764
H -4.85893 0.13693 -0.00026
H -3.63790 -0.51735 4.74230
H -6.12175 -1.39210 1.53930
H -2.72644 1.46595 -3.37063
H -1.26058 3.77998 -0.08724
H -0.91111 2.44449 -4.87772
H 0.62619 4.68196 -1.58348
P -0.38948 -2.11168 -0.71426
C 2.69694 2.30725 -0.85691
C 3.52526 3.22971 -1.73326
H 3.23584 2.09340 0.07849
H 1.76621 2.81196 -0.55688
H 3.77072 4.14703 -1.18665
H 4.46162 2.77485 -2.07228
H 2.94270 3.53111 -2.61902
C 1.94744 0.77867 -3.43172
C 3.16594 0.82994 -4.33582
H 1.30681 1.63739 -3.64153
H 1.33017 -0.09494 -3.68109
H 2.84704 1.06034 -5.35617
H 3.88121 1.60670 -4.05481
H 3.66863 -0.13798 -4.35846
C 3.54243 -0.46992 -1.27788
C 4.91598 0.04616 -1.66859
H 3.29707 -1.43403 -1.73778
H 3.50994 -0.63580 -0.19445
H 5.66051 -0.72743 -1.44678
H 4.96683 0.27877 -2.73904
H 5.16312 0.93897 -1.08060
C 0.56288 -3.30825 0.26615
C 2.07392 -3.29684 0.05935
H 0.14691 -4.29608 0.01438
H 0.33467 -3.09883 1.32353
H 2.51589 -4.19086 0.51960
H 2.38932 -3.25457 -0.99100
H 2.50348 -2.43859 0.59059
C -0.18328 -2.63612 -2.43498
C -1.13042 -1.93684 -3.39488
H -0.32867 -3.71811 -2.41004
H 0.86468 -2.43863 -2.68703
H -0.86721 -2.21011 -4.42010
H -2.17335 -2.22365 -3.23661
H -1.05989 -0.84683 -3.31329
C -2.13006 -2.40803 -0.28368
C -2.31173 -2.91764 1.14261
H -2.51484 -3.12102 -1.02688
H -2.68065 -1.46625 -0.41508
H -3.37082 -3.13746 1.32317
H -1.74754 -3.83800 1.35144
H -2.01392 -2.14976 1.87125
N 3.68742 -0.47057 3.37617
N 2.44669 -0.28954 2.78312
N 1.55348 0.59759 3.30097
C 0.71510 0.74754 2.27189
N 1.09556 0.06091 1.19464
N 2.23032 -0.60593 1.50858
H 4.14331 -1.30275 3.01987
H 3.54681 -0.42599 4.37754
H -0.20315 1.32742 2.36015

Values from the calculation:
E_tot	-4729.48130	Ha
LUMO	-0.41	eV
HOMO level	-5.215	eV
energy relative to the best compared isomer or geometry (same formula, charge and spin)	0.0	kJ/mol

---

# 2
The following is a quantum chemistry calculation of a molecular structure, C26H43Cl2N2PSY, from OMol25.

Geometry (Å):
P -0.03675 0.17353 -1.15676
C -1.74835 1.02911 -1.20426
C -2.70480 0.83884 -2.38840
C -3.90385 1.78862 -2.26916
C -4.62729 1.69779 -0.91748
C -3.66462 1.74104 0.27627
C -2.49203 0.76439 0.11075
C -0.48418 -1.67788 -1.05348
C -1.70510 -2.17901 -1.82167
C -1.79334 -3.70830 -1.74952
C -1.79721 -4.23292 -0.30663
C -0.67364 -3.62905 0.55167
C -0.55983 -2.10375 0.41891
C 0.35007 0.22549 -2.99267
C 0.51082 1.68024 -3.48521
C 0.82248 1.76592 -4.98996
C 2.00134 0.88639 -5.40977
C 1.87704 -0.55012 -4.90002
C 1.55957 -0.64737 -3.39523
H -1.40976 2.08195 -1.20596
H -3.07521 -0.19299 -2.41508
H -2.20709 1.01346 -3.35136
H -4.61243 1.59241 -3.08577
H -3.53554 2.81607 -2.39286
H -5.33806 2.52898 -0.83306
H -5.21734 0.77176 -0.87395
H -3.25061 2.75478 0.36933
H -4.19810 1.51412 1.20908
H -1.80996 0.86905 0.96266
H -2.87855 -0.26611 0.11079
H 0.41083 -2.14172 -1.49964
H -0.92521 -4.13013 -2.27382
H -1.68165 -1.87542 -2.87784
H -2.61926 -1.75737 -1.38300
H -2.69454 -4.05246 -2.27546
H -1.69386 -5.32633 -0.31830
H -2.76817 -4.01391 0.16043
H -0.82626 -3.89387 1.60642
H 0.27943 -4.07850 0.23949
H 0.33046 -1.74965 0.95721
H -1.43037 -1.62984 0.89354
H -0.54176 -0.21549 -3.47203
H -0.40086 2.25877 -3.28065
H 1.31697 2.17096 -2.92133
H -0.06933 1.46248 -5.55404
H 1.02326 2.81147 -5.25527
H 2.92805 1.32302 -5.02153
H 2.08569 0.88059 -6.50222
H 2.80052 -1.10468 -5.10862
H 1.07388 -1.05472 -5.45301
H 1.36122 -1.70190 -3.16085
H 2.44020 -0.36689 -2.80023
Y 2.19990 1.25134 1.65034
Cl 3.05291 -0.57898 0.17556
Cl 0.25778 2.82221 1.33576
C 2.47623 0.56261 3.83060
H 3.46985 0.60833 4.30735
C 1.48040 0.01609 4.64970
C 1.66429 -0.67047 5.91671
C 0.60718 -1.31484 6.54969
C -0.68959 -1.27431 6.00181
C -0.92682 -0.57162 4.80274
C 0.10818 0.09330 4.16839
H 2.66466 -0.68104 6.35699
H 0.77838 -1.85944 7.48434
H -1.93635 -0.55362 4.37764
H -0.10669 0.72176 3.27603
H -1.50984 -1.77704 6.50910
N 6.41158 2.49261 3.68344
C 5.08102 2.73753 3.62232
N 4.48309 2.94785 4.80487
S 4.29176 2.83367 2.09889
H 6.92530 2.49533 4.56408
H 6.91779 2.29893 2.83647
H 3.47606 3.10311 4.83945
H 5.02598 3.13582 5.64727

Values from the calculation:
E_tot	-2824.45918	Ha
charge	-1
LUMO	2.05	eV
HOMO level	-1.686	eV

---

# 3
The following is a quantum chemistry calculation of a molecular structure, C26H43Cl3IrO2P2, from OMol25.

Geometry (Å):
Ir -2.66163 -3.02246 -0.50963
C -1.05762 -0.46713 0.12607
C -2.45141 -0.41517 0.31941
C -1.65442 -2.44625 1.18602
C -0.55774 -1.69544 0.61208
C -2.88037 -1.63207 0.99790
C -0.24981 0.62209 -0.48524
H -0.60644 0.86519 -1.49596
H 0.80907 0.34572 -0.57229
H -0.29312 1.55945 0.08719
C 0.84650 -2.12987 0.70965
H 1.48924 -1.68431 -0.06021
H 0.90104 -3.22310 0.63314
H 1.28217 -1.83726 1.67764
C -1.56886 -3.51063 2.21331
H -1.96420 -3.17517 3.17710
H -0.53892 -3.84692 2.33457
H -2.16275 -4.36032 1.86911
C -4.06956 -1.79484 1.87270
H -3.74501 -1.91768 2.91169
H -4.63238 -2.68520 1.57622
H -4.72693 -0.92483 1.79595
C -3.33264 0.71268 -0.04231
H -3.23694 1.56116 0.65069
H -4.37239 0.37318 -0.02685
H -3.10552 1.09115 -1.04997
C 2.86451 1.73167 -5.13698
C 1.74404 2.45579 -4.98974
C 0.35593 1.94440 -4.72968
C -0.01771 0.51729 -5.22270
C -0.09022 -0.43638 -4.03805
C 1.09623 -0.94593 -3.51800
C 2.35587 -0.17720 -3.48895
C 3.01059 0.26760 -4.83485
H -0.33488 2.63958 -5.23423
H 0.70211 0.14893 -5.96560
H 0.11736 2.04826 -3.65187
H 2.64051 -0.35733 -5.65291
H 3.77901 2.23122 -5.49003
H 1.81903 3.54807 -5.05295
H 4.08448 0.05285 -4.76986
H 2.24415 0.71451 -2.84334
H 1.12015 -1.91738 -3.00455
H 3.08776 -0.78894 -2.94133
H -0.99414 0.55924 -5.73234
H -0.80657 -0.07241 -3.27171
P -1.53104 -2.20491 -3.85564
P -3.84941 -4.62010 -1.11539
C -3.05695 -2.80563 -2.97476
C -3.28844 -4.30537 -2.84150
H -3.94842 -2.35225 -3.43805
H -2.91037 -2.14523 -2.04280
H -4.11135 -4.61254 -3.50445
H -2.41876 -4.93390 -3.08952
C -3.61345 -6.34562 -0.63246
H -3.30361 -6.37861 0.42316
H -2.85341 -6.85420 -1.24466
H -4.57249 -6.88007 -0.70693
C -5.65062 -4.35499 -1.19316
H -6.17683 -5.24854 -0.83990
H -5.98996 -4.11569 -2.21252
H -5.90342 -3.52046 -0.53257
C -0.56218 -3.65326 -4.46576
H 0.39780 -3.35280 -4.91624
H -1.16678 -4.15804 -5.23373
H -0.38047 -4.33717 -3.62575
C -2.41087 -1.74972 -5.42675
H -3.15208 -0.97437 -5.17907
H -2.93733 -2.64340 -5.79037
H -1.73324 -1.38621 -6.21099
Cl 5.76800 2.19224 0.05048
C 4.57798 1.40143 -0.99781
Cl 3.61829 2.61685 -1.91837
Cl 5.42527 0.31920 -2.10657
C 3.44922 0.58123 -0.10870
O 3.16572 1.18895 0.93053
O 3.03764 -0.47770 -0.64536

Values from the calculation:
E_tot	-3334.01754	Ha
charge	+1
LUMO (spin up / spin down)	-4.13 / -5.18	eV
spin multiplicity	5
HOMO level (spin up / spin down)	-10.003 / -10.005	eV
energy relative to the best compared isomer or geometry (same formula, charge and spin)	254.4	kJ/mol